# C51H56BrF5N4O3PS2Sc

A structure of composition C51H56BrF5N4O3PS2Sc (the ωB97M-V functional and the def2-TZVPD basis, the Open Molecules 2025 dataset).

Positions of all 124 atoms, in Å:
Sc: -0.0550 0.6427 0.3268
F: -3.5965 3.6601 5.3436
C: -2.5404 3.3175 4.6099
C: -2.6318 2.2890 3.6913
F: -3.7806 1.6273 3.5365
C: -1.5161 1.9652 2.9512
F: -1.6230 0.9502 2.0489
C: -0.2942 2.6021 3.0538
S: 1.0638 2.1297 2.0682
C: -0.2409 3.6332 3.9902
F: 0.8934 4.3145 4.1610
C: -1.3360 3.9871 4.7564
F: -1.2447 4.9769 5.6416
C: 5.8034 -4.4111 1.1526
C: 6.2229 -2.9374 1.0598
C: 7.3879 -2.8321 0.0753
C: 6.7100 -2.4628 2.4360
C: 5.0274 -2.0904 0.6272
C: 3.8755 -2.0733 1.4004
C: 2.8113 -1.2893 1.0129
Br: 1.1769 -1.4375 1.9950
C: 2.8053 -0.4646 -0.1164
O: 1.7546 0.3055 -0.3911
C: 3.9450 -0.5319 -0.9440
C: 5.0145 -1.3285 -0.5392
C: 3.9702 0.2092 -2.2831
C: 5.2675 -0.0131 -3.0666
C: 2.8106 -0.3082 -3.1491
C: 3.8230 1.7147 -2.0593
H: 6.6498 -5.0261 1.4654
H: 5.4555 -4.7721 0.1829
H: 4.9989 -4.5552 1.8747
H: 8.2166 -3.4463 0.4322
H: 7.7477 -1.8057 -0.0143
H: 7.1110 -3.1906 -0.9178
H: 7.5642 -3.0599 2.7621
H: 5.9275 -2.5527 3.1902
H: 7.0165 -1.4162 2.3934
H: 3.7898 -2.6713 2.2983
H: 5.8858 -1.3572 -1.1705
H: 5.4234 -1.0640 -3.3172
H: 6.1380 0.3501 -2.5179
H: 5.2093 0.5450 -4.0030
H: 2.9632 -1.3611 -3.3978
H: 2.7533 0.2603 -4.0806
H: 1.8573 -0.2170 -2.6281
H: 4.6611 2.1005 -1.4739
H: 2.9059 1.9533 -1.5299
H: 3.8145 2.2318 -3.0211
C: -7.9362 -2.4622 0.7785
C: -6.8212 -1.5555 0.3328
C: -6.4468 -1.4806 -1.0033
C: -5.4197 -0.6410 -1.4146
C: -4.7547 0.1248 -0.4701
C: -5.1225 0.0775 0.8712
C: -6.1523 -0.7586 1.2605
S: -3.3932 1.1471 -0.9315
O: -3.3438 2.2290 0.0230
O: -3.5480 1.4426 -2.3308
N: -2.0674 0.2740 -0.6419
C: -1.6457 -0.7787 -1.4359
C: -2.1794 -1.2775 -2.6298
C: -1.5555 -2.3601 -3.2121
C: -0.4056 -2.9149 -2.6413
C: 0.0871 -2.3233 -1.4981
N: -0.5237 -1.2947 -0.9136
H: -8.2274 -3.1503 -0.0135
H: -8.8150 -1.8795 1.0606
H: -7.6388 -3.0474 1.6496
H: -6.9651 -2.0853 -1.7376
H: -5.1475 -0.5693 -2.4577
H: -4.6012 0.6941 1.5880
H: -6.4433 -0.7974 2.3045
H: -3.0314 -0.7959 -3.0837
H: -1.9538 -2.7740 -4.1301
H: 0.0969 -3.7604 -3.0870
H: 1.0004 -2.6649 -1.0225
C: -1.2971 -3.6808 2.7492
C: -2.4701 -4.6415 3.0759
N: -3.7111 -3.8800 3.2378
C: -3.4808 -2.8169 4.2199
C: -2.4447 -1.8020 3.6675
N: -1.8193 -2.3424 2.4561
C: -2.8432 -2.4589 1.4128
C: -4.0535 -3.2621 1.9530
H: -0.7205 -4.0253 1.8878
H: -0.6068 -3.5937 3.5915
H: -2.2817 -5.2037 3.9928
H: -2.6247 -5.3643 2.2720
H: -3.1285 -3.2840 5.1419
H: -4.4336 -2.3304 4.4394
H: -1.6627 -1.5840 4.3992
H: -2.9254 -0.8584 3.3995
H: -2.3857 -2.9561 0.5532
H: -3.1363 -1.4559 1.0947
H: -4.3594 -4.0437 1.2538
H: -4.9148 -2.6095 2.1136
C: -1.2063 4.4292 -0.1812
P: -0.1142 3.2048 -0.9761
C: 1.4030 4.2175 -1.1934
C: 1.9090 4.5226 -2.4544
C: 3.0431 5.3107 -2.5871
C: 3.6893 5.8007 -1.4633
C: 3.1902 5.5060 -0.2022
C: 2.0543 4.7227 -0.0670
C: -0.7351 3.0248 -2.6757
C: -0.3439 1.8805 -3.3670
C: -0.7800 1.6528 -4.6622
C: -1.6316 2.5645 -5.2701
C: -2.0334 3.7029 -4.5846
C: -1.5840 3.9356 -3.2938
H: -0.8817 4.5463 0.8538
H: -2.2319 4.0624 -0.1862
H: -1.1275 5.3949 -0.6797
H: 1.4199 4.1417 -3.3409
H: 3.4241 5.5374 -3.5748
H: 4.5767 6.4114 -1.5679
H: 3.6855 5.8843 0.6825
H: 1.6858 4.4898 0.9229
H: 0.3166 1.1626 -2.8868
H: -0.4654 0.7604 -5.1882
H: -1.9897 2.3855 -6.2757
H: -2.7040 4.4093 -5.0561
H: -1.9076 4.8241 -2.7671

Computed properties:
Kohn-Sham gap	8.077	eV
strongest force on any atom	0.011	Eh/bohr
relative energy (zero: lowest compared OMol25 entry of this formula, charge and spin)	0.3258	eV
HOMO	-7.81	eV
LUMO energy	0.27	eV

Löwdin population analysis, charges in e, atoms 1 to 4: 0.6678, 0.1297, -0.1385, -0.1375

# C51H57N5O4P2S2SiTeV

A structure of composition C51H57N5O4P2S2SiTeV in a non-equilibrium geometry (the ωB97M-V functional and the def2-TZVPD basis, the Open Molecules 2025 dataset).

Positions of all 124 atoms, in Å:
V: 0.4534 -0.1272 -0.2845
C: 3.8189 -4.1952 -1.2461
N: 3.5245 -2.7880 -1.4748
C: 3.7419 -2.2985 -2.8231
C: 2.5454 -2.1575 -0.7258
N: 1.8021 -1.1928 -1.1431
N: 2.4912 -2.5682 0.5997
C: 1.8134 -1.9409 1.6116
N: 2.1929 -2.3116 2.8984
N: 0.9474 -1.0197 1.3987
H: 4.4835 -4.5422 -2.0361
H: 2.9102 -4.8101 -1.2573
H: 4.3425 -4.3452 -0.2954
H: 4.7180 -2.6470 -3.1593
H: 3.7615 -1.2041 -2.8063
H: 2.9714 -2.6389 -3.5247
H: 1.8563 -1.0189 -2.1430
H: 3.1409 -3.2900 0.8699
H: 2.5900 -3.2288 3.0353
H: 1.5334 -2.0503 3.6176
H: 0.5805 -0.6259 2.2624
O: 1.8635 1.2700 0.5207
P: 1.7483 2.4607 1.3926
C: 0.4502 2.2934 2.7184
P: -1.0970 1.4306 2.1328
O: -1.0329 1.0559 0.7123
C: -2.4469 2.5942 2.4543
C: -3.2241 2.9897 1.3716
C: -4.2871 3.8519 1.5649
C: -4.5947 4.2970 2.8412
C: -3.8322 3.8863 3.9258
C: -2.7533 3.0448 3.7362
C: -1.3382 0.0228 3.2602
C: -1.1996 0.1178 4.6464
C: -1.4467 -0.9815 5.4456
C: -1.8298 -2.1857 4.8728
C: -1.9751 -2.2856 3.4921
C: -1.7452 -1.1855 2.6887
C: 1.4031 3.9913 0.4732
C: 0.2140 4.0577 -0.2443
C: -0.0268 5.1336 -1.0790
C: 0.9134 6.1437 -1.1997
C: 2.0950 6.0817 -0.4782
C: 2.3483 5.0054 0.3534
C: 3.2734 2.6716 2.3338
C: 4.3089 1.7718 2.1097
C: 5.4977 1.9095 2.7987
C: 5.6593 2.9480 3.7057
C: 4.6238 3.8444 3.9313
C: 3.4289 3.7052 3.2544
H: 0.1878 3.2948 3.0619
H: 0.9005 1.7508 3.5560
H: -2.9877 2.6185 0.3850
H: -4.8738 4.1736 0.7179
H: -5.4293 4.9650 2.9940
H: -4.0793 4.2257 4.9222
H: -2.1573 2.7320 4.5814
H: -0.8803 1.0442 5.0994
H: -1.3558 -0.9034 6.5196
H: -2.0048 -3.0449 5.5019
H: -2.2814 -3.2207 3.0466
H: -1.8180 -1.2536 1.6090
H: -0.5117 3.2582 -0.1632
H: -0.9452 5.1696 -1.6445
H: 0.7304 6.9801 -1.8580
H: 2.8300 6.8664 -0.5743
H: 3.2769 4.9528 0.9049
H: 4.1613 0.9837 1.3841
H: 6.3037 1.2132 2.6243
H: 6.5961 3.0682 4.2287
H: 4.7524 4.6559 4.6318
H: 2.6162 4.3990 3.4179
C: -2.0506 2.8243 -4.8199
O: -0.9885 2.0847 -4.2636
C: -1.0377 1.8271 -2.9519
S: -2.2733 2.3568 -2.0011
S: 0.3351 0.9796 -2.4257
H: -1.7265 3.1219 -5.8135
H: -2.2763 3.6983 -4.2034
H: -2.9524 2.2112 -4.8854
O: -0.9033 -1.3310 -0.8134
Si: -1.8170 -2.5165 -1.2823
C: -0.7079 -4.0563 -1.4237
C: -0.3087 -4.7561 -0.2930
C: 0.5162 -5.8626 -0.3910
C: 0.9594 -6.2882 -1.6335
C: 0.6042 -5.5785 -2.7684
C: -0.2148 -4.4710 -2.6542
C: -2.7747 -2.2599 -2.9055
C: -3.2481 -3.3023 -3.6956
C: -4.0600 -3.0617 -4.7904
C: -4.4293 -1.7648 -5.1042
C: -3.9754 -0.7151 -4.3245
C: -3.1552 -0.9668 -3.2415
C: -3.2710 -2.7633 -0.0619
C: -3.6695 -3.9863 0.4629
C: -4.7368 -4.0721 1.3424
C: -5.4173 -2.9278 1.7183
C: -5.0538 -1.7019 1.1831
C: -3.9991 -1.6299 0.2924
H: -0.6646 -4.4371 0.6773
H: 0.8026 -6.4143 0.4952
H: 1.5817 -7.1673 -1.7207
H: 0.9512 -5.9002 -3.7409
H: -0.4946 -3.9180 -3.5372
H: -2.9823 -4.3203 -3.4446
H: -4.4156 -3.8878 -5.3940
H: -5.0728 -1.5733 -5.9517
H: -4.2756 0.2965 -4.5658
H: -2.8062 -0.1528 -2.6262
H: -3.1443 -4.8847 0.1659
H: -5.0491 -5.0314 1.7343
H: -6.2373 -2.9961 2.4186
H: -5.5862 -0.8002 1.4555
H: -3.7135 -0.6797 -0.1380
C: 3.4265 2.3600 -4.1894
Te: 3.2057 1.8350 -2.0835
C: 5.3554 2.0689 -1.6230
H: 3.8471 3.3524 -4.2923
H: 2.4330 2.3391 -4.6226
H: 4.0602 1.6537 -4.7111
H: 5.9307 2.1579 -2.5332
H: 5.6956 1.1981 -1.0730
H: 5.5368 2.9415 -1.0075

Computed properties:
Kohn-Sham gap (alpha / beta)	4.777 / 4.360	eV
strongest force on any atom	0.040	Eh/bohr
multiplicity	2
relative energy (zero: lowest compared OMol25 entry of this formula, charge and spin)	1.5750	eV
HOMO (alpha / beta)	-4.74 / -4.32	eV
LUMO energy (alpha / beta)	0.04 / 0.04	eV

Löwdin population analysis, charges in e, atoms 1 to 4: 0.4012, -0.0452, -0.1506, -0.0568

> Which of these has the highest strongest force on any atom?

C51H57N5O4P2S2SiTeV

> Among the records above, which one has the lowest strongest force on any atom?

C51H56BrF5N4O3PS2Sc

> Look up the relative energy (zero: lowest compared OMol25 entry of this formula, charge and spin) of the second one.

1.5750 eV

> Which formula does entry 2 have?

C51H57N5O4P2S2SiTeV